# 1
{
  "formula": "C6H6O4",
  "method": "the ωB97M-V functional and the def2-TZVPD basis",
  "species": ["O", "C", "C", "O", "C", "C", "C", "O", "C", "O", "H", "H", "H", "H", "H", "H"],
  "positions_angstrom": [[2.86569, -2.65155, 3.22115], [2.01277, -2.32694, 2.50376], [1.18753, -1.69692, 1.75179], [0.24071, -2.25939, 0.84829], [-0.46502, -1.54648, -0.04927], [-0.46376, -0.31678, -0.68190], [0.06093, 0.99349, -0.32029], [0.80684, 1.12748, 0.59971], [-0.62715, 2.17728, -1.02345], [-1.69378, 1.85777, -1.98231], [1.23651, -0.51340, 1.63947], [-1.23342, -2.14757, -0.50657], [-1.20756, -0.18144, -1.45904], [-0.09125, 2.95566, -1.54589], [-1.24127, 2.51108, -0.12168], [-1.38778, 2.01770, -2.87377]],
  "nbo_charge": [-0.42, 0.64, -0.25, -0.45, 0.28, -0.49, 0.53, -0.57, -0.17, -0.73, 0.30, 0.19, 0.24, 0.21, 0.22, 0.47],
  "homo_energy_ev": -8.68,
  "relative_energy_ev": 4.551,
  "e_tot_ev": -14504.9137,
  "smiles": "O=C=CO/C=C\\C(=O)CO",
  "lumo_energy_ev": 0.067
}

---

# 2
{
  "formula": "C3H12NS",
  "method": "the ωB97M-V functional and the def2-TZVPD basis",
  "species": ["C", "C", "C", "S", "H", "H", "H", "H", "H", "H", "H", "H", "N", "H", "H", "H", "H"],
  "positions_angstrom": [[2.00300, 0.87194, -0.80980], [0.71323, 0.25737, -0.26512], [0.94616, -0.49480, 1.04305], [-0.56136, -1.25439, 1.77040], [1.86283, 1.25785, -1.83667], [2.89379, 0.17794, -0.85105], [2.27294, 1.72114, -0.12187], [-0.05033, 1.03038, -0.09834], [0.21078, -0.40499, -1.02886], [1.32100, 0.22083, 1.78440], [1.68994, -1.32119, 1.01683], [-0.98990, -0.15715, 2.38726], [-2.44880, -0.39469, -0.61085], [-1.69028, -0.80300, -0.03040], [-2.41216, -0.70666, -1.56943], [-3.40251, -0.60454, -0.19196], [-2.35832, 0.60396, -0.58762]],
  "nbo_charge": [-0.62, -0.40, -0.55, 0.67, 0.27, 0.26, 0.24, 0.20, 0.20, 0.29, 0.30, 0.17, -0.86, 0.41, 0.48, 0.48, 0.46],
  "homo_energy_ev": [-19.92, -19.90],
  "relative_energy_ev": 1.124,
  "e_tot_ev": -15610.5999,
  "total_charge": 2,
  "multiplicity": 2,
  "lumo_energy_ev": [-8.130, -13.751]
}

---

# 3
{
  "formula": "C4H10NO2P",
  "method": "the ωB97M-V functional and the def2-TZVPD basis",
  "species": ["C", "N", "C", "H", "H", "H", "C", "O", "P", "O", "C", "H", "H", "H", "H", "H", "H", "H"],
  "positions_angstrom": [[-3.71106, -0.27621, 2.12687], [-3.21603, 0.78807, 1.72439], [-2.56081, -0.52876, 1.27757], [-4.46039, -0.83782, 2.62258], [-1.65076, -0.91485, 1.57207], [-2.85250, -0.69747, 0.28182], [3.06598, -0.53207, -1.49006], [1.84127, -1.20167, -1.18852], [0.87069, -1.02055, 0.06198], [0.81161, 0.68445, 0.19758], [-0.02089, 1.41937, -0.72992], [3.16027, -0.39754, -2.62215], [4.03516, -0.90785, -1.08510], [3.19364, 0.58929, -1.10503], [2.02264, -0.97758, 1.04495], [-0.83786, 1.62734, -0.04365], [-0.31329, 0.88511, -1.71982], [0.62233, 2.29873, -0.92557]],
  "nbo_charge": [0.07, -0.29, -0.34, 0.21, 0.19, 0.17, -0.28, -0.84, 1.18, -0.83, -0.28, 0.20, 0.19, 0.19, -0.12, 0.21, 0.18, 0.19],
  "homo_energy_ev": -9.27,
  "relative_energy_ev": 5.580,
  "e_tot_ev": -19180.1552,
  "smiles": "C1=NC1.COPOC",
  "lumo_energy_ev": 0.966
}

---

# 4
{
  "formula": "C3H5NO2",
  "method": "the ωB97M-V functional and the def2-TZVPD basis",
  "species": ["C", "N", "C", "O", "C", "O", "H", "H", "H", "H", "H"],
  "positions_angstrom": [[-1.02365, 1.38581, -0.15055], [0.13748, 0.52404, -0.05631], [0.02032, -0.78693, 0.23658], [-1.01576, -1.36245, 0.52554], [1.30349, -1.60594, 0.11898], [2.17988, -1.35135, -0.67106], [-1.88032, 0.77284, -0.43866], [-1.25255, 1.87555, 0.80280], [-0.85151, 2.14863, -0.91430], [1.05927, 0.89609, -0.22557], [1.32334, -2.49629, 0.77256]],
  "nbo_charge": [-0.42, -0.59, 0.55, -0.59, 0.36, -0.49, 0.23, 0.20, 0.21, 0.41, 0.14],
  "homo_energy_ev": -9.87,
  "relative_energy_ev": 0.817,
  "e_tot_ev": -8776.8781,
  "smiles": "CNC(=O)C=O",
  "lumo_energy_ev": 0.142
}

---

# 5
{
  "formula": "C2H6S3",
  "method": "the ωB97M-V functional and the def2-TZVPD basis",
  "species": ["C", "C", "S", "S", "S", "H", "H", "H", "H", "H", "H"],
  "positions_angstrom": [[-1.82837, 0.57645, 0.05093], [0.99486, 0.34847, 0.33893], [0.24819, -2.18925, -0.26022], [2.67916, 0.33840, -0.15103], [-0.23876, 1.13367, -0.68412], [-2.44994, 1.47723, 0.51826], [-1.60386, -0.21220, 0.68037], [-2.44940, 0.21104, -0.78280], [0.91073, 0.21475, 1.38319], [1.18154, -2.94932, 0.15832], [2.55585, 1.05075, -1.25183]],
  "nbo_charge": [-0.73, -0.41, -0.51, 0.16, 0.32, 0.23, 0.25, 0.24, 0.22, 0.10, 0.13],
  "homo_energy_ev": [-7.98, -7.86],
  "relative_energy_ev": 2.172,
  "e_tot_ev": -34674.2858,
  "lumo_energy_ev": [-0.956, -1.030]
}

---

# 6
{
  "formula": "C38H37F4MoN6O2",
  "method": "the ωB97M-V functional and the def2-TZVPD basis",
  "species": ["Mo", "O", "C", "N", "C", "C", "C", "C", "C", "C", "N", "C", "C", "C", "C", "C", "N", "H", "H", "H", "H", "H", "H", "H", "H", "H", "H", "C", "N", "C", "C", "C", "N", "C", "C", "F", "C", "F", "C", "C", "F", "C", "F", "H", "H", "H", "H", "H", "H", "H", "H", "H", "H", "H", "N", "C", "C", "C", "C", "C", "C", "C", "C", "C", "C", "C", "C", "C", "H", "H", "H", "H", "H", "H", "H", "H", "H", "H", "C", "O", "C", "C", "H", "H", "H", "H", "H", "H"],
  "positions_angstrom": [[-0.20490, -0.79414, 0.24122], [2.09846, -4.21695, -0.66467], [1.22952, -3.33134, -0.63435], [0.91425, -2.59015, 0.46529], [1.54109, -3.03486, 1.68340], [0.75575, -2.53450, 2.85240], [1.02402, -2.94484, 4.15425], [0.22308, -2.48550, 5.18125], [-0.83990, -1.64839, 4.87816], [-1.02890, -1.28040, 3.55908], [-0.23350, -1.68994, 2.57033], [0.37666, -2.97720, -1.76162], [0.34585, -3.69039, -2.94656], [-0.62087, -3.43183, -3.90026], [-1.61343, -2.46106, -3.57137], [-1.51754, -1.75996, -2.40980], [-0.49949, -1.92521, -1.51158], [1.58428, -4.12886, 1.71228], [2.58422, -2.70476, 1.77558], [1.85031, -3.61950, 4.33974], [0.41734, -2.78164, 6.20483], [-1.50268, -1.26992, 5.64415], [-1.84248, -0.63008, 3.27055], [1.08825, -4.47031, -3.06592], [-0.66431, -3.98770, -4.82706], [-2.44010, -2.25014, -4.23769], [-2.25367, -1.01072, -2.15070], [2.56790, 1.34137, -1.18242], [2.43596, -0.10217, -1.06968], [2.88357, -0.76009, -2.28846], [3.23965, -0.60571, 0.03133], [2.94751, 0.00909, 1.39162], [1.53808, 0.26684, 1.68472], [1.33284, 0.87455, 2.86533], [0.06470, 1.44262, 3.18054], [-0.92459, 1.33750, 2.26693], [-0.24689, 2.07941, 4.35258], [-1.49963, 2.56882, 4.49378], [0.66324, 2.23443, 5.38040], [1.90528, 1.68880, 5.13189], [2.85185, 1.76676, 6.09334], [2.23928, 1.03911, 3.96221], [3.48771, 0.50124, 3.95142], [3.62450, 1.63675, -1.30943], [2.16171, 1.82097, -0.29241], [2.00821, 1.70562, -2.04396], [3.88740, -0.40891, -2.58517], [2.19457, -0.58027, -3.11135], [2.93014, -1.83689, -2.12879], [4.31259, -0.42017, -0.17174], [3.11203, -1.68605, 0.05526], [3.51616, 0.94428, 1.47999], [3.40388, -0.67534, 2.11213], [0.42410, 2.74205, 6.30137], [-0.50293, 0.77571, -0.71925], [-0.80801, 1.70208, -1.53719], [-1.19742, 1.40049, -2.95619], [-0.34889, 0.74185, -3.83315], [-0.75035, 0.45588, -5.13067], [-2.01617, 0.81879, -5.56336], [-2.87635, 1.47740, -4.69222], [-2.46468, 1.77556, -3.40279], [-0.82600, 3.14498, -1.15245], [-1.00848, 3.53261, 0.17347], [-0.99742, 4.87201, 0.52891], [-0.79711, 5.85196, -0.43462], [-0.61313, 5.47875, -1.75872], [-0.63324, 4.13835, -2.11607], [0.62561, 0.43409, -3.48808], [-0.07757, -0.07277, -5.79448], [-2.33658, 0.58422, -6.57103], [-3.86930, 1.76124, -5.01956], [-3.13066, 2.30179, -2.72744], [-1.15654, 2.76987, 0.92141], [-1.14366, 5.14786, 1.56613], [-0.78454, 6.89841, -0.15575], [-0.45129, 6.23306, -2.51904], [-0.48713, 3.85946, -3.15174], [-2.68652, -3.17415, 0.48889], [-2.62331, -1.99027, 1.27329], [-2.09603, -0.88281, 0.60207], [-3.19886, 0.09250, 0.27407], [-3.24470, -3.90462, 1.07343], [-1.68560, -3.55667, 0.27382], [-3.20382, -2.99871, -0.46015], [-4.17056, -0.40767, 0.28923], [-3.04923, 0.56458, -0.69789], [-3.22260, 0.89982, 1.01471]],
  "mulliken_spin": [1.06, 0.09, 0.02, 0.02, 0.00, 0.01, 0.00, 0.00, 0.00, 0.01, -0.02, 0.33, -0.17, 0.35, -0.02, 0.07, 0.15, 0.01, 0.00, 0.00, 0.00, 0.00, -0.01, -0.01, 0.04, 0.00, 0.03, 0.01, -0.01, 0.01, 0.00, 0.01, 0.00, 0.02, -0.01, -0.01, 0.00, 0.00, 0.01, 0.00, 0.00, 0.00, 0.00, 0.00, 0.00, 0.00, 0.00, 0.01, -0.01, 0.00, 0.00, 0.00, 0.00, 0.00, -0.10, 0.07, 0.06, 0.05, 0.00, 0.01, 0.00, 0.02, 0.06, 0.04, -0.03, 0.04, -0.02, 0.05, 0.00, 0.01, 0.00, 0.00, 0.00, 0.03, 0.00, 0.00, 0.00, 0.01, 0.00, 0.00, -0.27, 0.02, 0.00, 0.00, 0.01, 0.00, -0.01, 0.00],
  "homo_energy_ev": [-2.09, -4.40],
  "relative_energy_ev": 0.993,
  "e_tot_ev": -65767.5251,
  "total_charge": -1,
  "multiplicity": 3,
  "lumo_energy_ev": [2.668, 2.246]
}

---

# 7
{
  "formula": "C6H8N",
  "method": "the ωB97M-V functional and the def2-TZVPD basis",
  "species": ["C", "C", "C", "C", "N", "C", "C", "H", "H", "H", "H", "H", "H", "H", "H"],
  "positions_angstrom": [[0.42485, -0.08992, 1.71109], [0.75879, 1.15392, 1.33218], [0.30841, 1.66571, -0.05237], [-0.22012, 0.93412, -1.04980], [-0.65815, -0.47953, -0.94600], [0.23235, -1.44473, -0.20886], [-0.21648, -1.20881, 1.23004], [1.59538, 1.80613, 1.57084], [0.61463, 2.73637, -0.20921], [-0.33270, 1.32801, -2.05904], [-1.11159, -0.85312, -1.85142], [-1.41113, -0.33371, -0.13245], [1.21672, -1.14671, -0.54695], [-0.16203, -2.34182, -0.49886], [-1.03893, -1.72593, 1.71081]],
  "nbo_charge": [0.20, -0.32, -0.15, -0.10, -0.56, -0.22, -0.33, 0.26, 0.27, 0.25, 0.47, 0.48, 0.26, 0.23, 0.27],
  "homo_energy_ev": -13.66,
  "relative_energy_ev": 5.327,
  "e_tot_ev": -7830.3614,
  "smiles": "C1=CC=C[NH2+]CC=1",
  "total_charge": 1,
  "lumo_energy_ev": -4.624
}